[1]
{"formula": "C14H33LiN2O6", "method": "the ωB97M-V functional and the def2-TZVPD basis", "spin_multiplicity": 1, "charge": 0, "lumo_energy_ev": 0.56, "e_above_lowest_kcal_mol": 0.0, "gap_ev": 8.93, "homo_energy_ev": -8.3636, "elements": ["Li", "C", "C", "O", "O", "H", "H", "H", "C", "O", "C", "C", "N", "C", "C", "O", "C", "H", "H", "H", "H", "H", "H", "H", "H", "H", "H", "H", "H", "H", "H", "H", "C", "O", "C", "C", "N", "C", "C", "O", "C", "H", "H", "H", "H", "H", "H", "H", "H", "H", "H", "H", "H", "H", "H", "H"], "xyz": [[-21.830, -7.978, 13.474], [-19.279, -8.651, 10.521], [-19.992, -8.580, 11.850], [-20.173, -9.640, 12.506], [-20.413, -7.450, 12.220], [-19.739, -7.946, 9.824], [-19.285, -9.647, 10.085], [-18.243, -8.316, 10.612], [-23.044, -9.091, 10.767], [-23.309, -9.164, 12.154], [-23.120, -10.475, 12.663], [-23.196, -10.459, 14.168], [-22.146, -9.612, 14.749], [-22.094, -9.708, 16.209], [-23.309, -9.079, 16.884], [-23.061, -8.665, 18.213], [-22.651, -9.711, 19.076], [-23.059, -8.028, 10.518], [-23.848, -9.558, 10.185], [-22.077, -9.519, 10.503], [-22.130, -10.847, 12.369], [-23.894, -11.149, 12.276], [-23.140, -11.490, 14.553], [-24.172, -10.068, 14.479], [-21.261, -10.034, 14.455], [-21.169, -9.294, 16.600], [-22.138, -10.781, 16.487], [-24.191, -9.726, 16.803], [-23.556, -8.163, 16.338], [-22.834, -9.344, 20.080], [-21.590, -9.940, 18.932], [-23.203, -10.637, 18.882], [-19.437, -7.105, 15.558], [-20.747, -7.028, 15.007], [-21.202, -5.696, 15.002], [-22.688, -5.679, 14.766], [-23.033, -6.150, 13.407], [-24.470, -6.365, 13.244], [-25.312, -5.112, 13.376], [-26.602, -5.395, 12.908], [-27.376, -4.244, 12.673], [-19.512, -7.144, 16.647], [-18.816, -6.290, 15.190], [-19.003, -8.045, 15.215], [-20.661, -5.108, 14.248], [-21.033, -5.185, 15.962], [-23.060, -4.666, 14.963], [-23.142, -6.394, 15.451], [-22.644, -5.517, 12.718], [-24.783, -7.173, 13.904], [-24.608, -6.737, 12.222], [-24.806, -4.264, 12.898], [-25.387, -4.868, 14.453], [-27.003, -3.675, 11.817], [-27.458, -3.613, 13.566], [-28.387, -4.588, 12.448]], "mulliken_charge": [0.945, -1.282, 0.741, -0.678, -0.747, 0.317, 0.343, 0.365, -0.936, -0.181, -0.707, -0.881, 0.188, -0.874, -0.416, -0.458, -0.743, 0.247, 0.325, 0.357, 0.361, 0.431, 0.472, 0.376, 0.148, 0.421, 0.448, 0.456, -0.029, 0.277, 0.273, 0.322, -1.096, 0.200, -0.902, -0.533, 0.040, -0.476, -0.565, -0.314, -0.778, 0.314, 0.392, 0.224, 0.453, 0.488, 0.468, 0.090, 0.234, 0.101, 0.173, 0.397, 0.339, 0.310, 0.305, 0.257]}



[2]
{"formula": "C16H32O2P2Re", "method": "the ωB97M-V functional and the def2-TZVPD basis", "spin_multiplicity": 4, "charge": 2, "lumo_energy_ev": [-9.10, -9.97], "e_above_lowest_kcal_mol": 0.0, "gap_ev": [6.30, 5.38], "homo_energy_ev": [-15.4051, -15.3437], "elements": ["P", "P", "C", "C", "H", "H", "H", "H", "C", "H", "H", "H", "C", "H", "H", "H", "C", "H", "H", "H", "C", "H", "H", "H", "Re", "C", "C", "C", "C", "C", "C", "C", "C", "C", "H", "H", "H", "H", "H", "H", "H", "H", "H", "H", "H", "H", "H", "H", "H", "O", "C", "O", "H"], "xyz": [[-0.094, -1.529, -2.015], [0.229, 1.649, -1.898], [-0.312, -0.558, -3.609], [0.411, 0.788, -3.560], [-1.396, -0.430, -3.767], [0.080, -1.179, -4.429], [1.493, 0.669, -3.733], [0.017, 1.471, -4.328], [-1.448, 2.368, -2.232], [-1.681, 3.101, -1.447], [-2.217, 1.584, -2.222], [-1.451, 2.870, -3.209], [1.235, 3.132, -2.315], [0.830, 3.633, -3.205], [2.273, 2.828, -2.503], [1.210, 3.822, -1.460], [-1.021, -3.043, -2.492], [-0.894, -3.792, -1.698], [-0.639, -3.447, -3.440], [-2.087, -2.806, -2.596], [1.612, -2.136, -2.396], [2.339, -1.313, -2.364], [1.622, -2.593, -3.396], [1.894, -2.889, -1.649], [0.042, -0.041, 3.249], [0.724, 1.514, 1.813], [-0.712, 1.376, 1.799], [-1.507, 0.663, 0.733], [-1.658, -0.857, 0.875], [-0.759, -1.477, 1.901], [0.702, -1.434, 1.833], [1.472, -0.711, 0.761], [1.701, 0.802, 0.937], [0.023, -1.602, 4.641], [1.101, 2.443, 2.247], [-1.259, 2.191, 2.281], [-1.066, 0.887, -0.254], [-2.512, 1.111, 0.713], [-2.702, -1.071, 1.145], [-1.498, -1.341, -0.107], [-1.178, -2.339, 2.413], [1.203, -2.298, 2.266], [0.962, -0.872, -0.208], [2.454, -1.201, 0.672], [2.716, 0.952, 1.340], [1.713, 1.284, -0.059], [0.949, -1.472, 5.226], [-0.001, -2.617, 4.227], [-0.822, -1.464, 5.332], [-0.995, 2.044, 6.004], [-0.552, 1.383, 5.096], [0.711, 1.223, 4.686], [-1.257, 0.723, 4.399]], "mulliken_charge": [0.989, 1.050, -1.195, -1.224, 0.451, 0.629, 0.488, 0.601, -1.414, 0.411, 0.407, 0.492, -1.199, 0.444, 0.422, 0.399, -1.139, 0.389, 0.445, 0.414, -1.395, 0.395, 0.480, 0.433, 0.783, -0.672, -0.899, 1.113, -1.151, -0.251, -0.447, 1.141, -1.016, -1.377, 0.611, 0.714, -1.670, 0.825, 0.455, -0.028, 0.670, 0.652, -1.911, 0.789, 0.491, 0.231, 0.453, 0.461, 0.392, -0.402, 0.350, -0.556, 0.475]}



[3]
{"formula": "C4H7N3", "method": "the ωB97M-V functional and the def2-TZVPD basis", "spin_multiplicity": 1, "charge": 0, "lumo_energy_ev": 0.17, "e_above_lowest_kcal_mol": 46.9, "gap_ev": 9.37, "homo_energy_ev": -9.1951, "smiles": "[H]/N=C(\\C#N)CNC", "elements": ["C", "C", "C", "C", "N", "N", "N", "H", "H", "H", "H", "H", "H", "H"], "xyz": [[-2.271, 0.295, 0.249], [1.597, -1.595, -0.271], [0.131, 0.376, -0.339], [-1.152, 1.150, 0.181], [-3.315, -0.120, 0.481], [0.505, -0.839, 0.384], [-0.957, 2.328, 0.403], [2.577, -0.992, -0.250], [1.241, -1.742, -1.256], [0.006, 0.063, -1.384], [0.882, 1.204, -0.280], [0.705, -0.552, 1.407], [1.798, -2.518, 0.187], [-1.748, 2.942, 0.487]], "mulliken_charge": [0.257, -0.766, -0.669, 0.377, -0.387, -0.358, -0.529, 0.254, 0.296, 0.441, 0.257, 0.245, 0.312, 0.269]}



[4]
{"formula": "C3H5N3O", "method": "the ωB97M-V functional and the def2-TZVPD basis", "spin_multiplicity": 1, "charge": 0, "lumo_energy_ev": 0.22, "e_above_lowest_kcal_mol": 91.5, "gap_ev": 8.94, "homo_energy_ev": -8.7179, "smiles": "Cc1nn[nH]c1O", "elements": ["C", "C", "C", "H", "H", "H", "H", "H", "N", "N", "N", "O"], "xyz": [[2.000, -0.007, 0.043], [0.439, -0.433, 0.017], [-0.692, 0.476, -0.048], [2.493, -0.897, -0.420], [2.299, 0.404, 1.059], [2.079, 0.787, -0.884], [-2.861, -0.180, 0.368], [-1.777, 1.793, -0.340], [-0.013, -1.693, 0.120], [-1.349, -1.705, 0.007], [-1.782, -0.342, -0.052], [-0.836, 1.796, 0.130]], "mulliken_charge": [-0.815, 0.125, 0.527, 0.304, 0.264, 0.237, 0.308, 0.390, -0.227, -0.600, -0.027, -0.485]}



[5]
{"formula": "C39H62BrF3IN2O7", "method": "the ωB97M-V functional and the def2-TZVPD basis", "spin_multiplicity": 1, "charge": 1, "lumo_energy_ev": -2.65, "gap_ev": 7.96, "homo_energy_ev": -10.6122, "elements": ["C", "C", "Br", "C", "C", "C", "C", "C", "C", "C", "I", "N", "C", "C", "O", "C", "F", "F", "F", "O", "C", "O", "C", "C", "C", "C", "C", "C", "C", "C", "C", "C", "N", "C", "C", "C", "C", "C", "C", "C", "C", "H", "H", "H", "H", "H", "H", "H", "H", "H", "H", "H", "H", "H", "H", "H", "H", "H", "H", "H", "H", "H", "H", "H", "H", "H", "H", "H", "H", "H", "H", "H", "H", "H", "H", "H", "H", "H", "H", "H", "H", "H", "H", "C", "O", "C", "C", "O", "C", "H", "H", "H", "H", "H", "H", "H", "H", "H", "H", "C", "O", "C", "C", "O", "C", "H", "H", "H", "H", "H", "H", "H", "H", "H", "H"], "xyz": [[-0.659, 0.431, 2.042], [-0.278, 1.390, 0.776], [-0.437, 3.277, 1.366], [1.168, 1.004, 0.193], [1.244, 0.961, -1.443], [2.806, 1.416, -1.635], [0.371, 2.116, -2.137], [1.005, 3.500, -2.632], [1.330, 4.568, -1.465], [2.581, 5.459, -2.035], [-0.358, 5.944, -1.301], [0.053, 1.442, -3.462], [-0.420, 0.052, -3.172], [-0.409, -0.560, -4.699], [-1.503, -0.075, -5.510], [-2.337, -1.113, -5.979], [-1.602, -1.971, -6.831], [-3.363, -0.524, -6.775], [-2.980, -1.834, -4.945], [-1.778, -0.217, -2.814], [-2.635, 0.897, -2.754], [-2.837, 1.764, -3.645], [-3.562, 1.068, -1.443], [-3.604, 2.343, -0.572], [-4.573, 2.456, 0.660], [-5.517, 1.253, 0.982], [-5.498, -0.077, 0.148], [-4.510, -0.129, -1.064], [0.787, -0.454, -2.167], [1.847, -1.255, -3.052], [3.196, -1.770, -2.378], [3.088, -2.665, -1.062], [3.365, -1.773, 0.125], [0.038, -1.391, -1.061], [-0.452, -2.807, -1.648], [-1.058, -3.762, -0.484], [-2.412, -4.492, -0.782], [-3.103, -5.472, 0.210], [-2.380, -5.732, 1.564], [-1.039, -5.001, 1.884], [-0.353, -4.013, 0.878], [-0.343, -0.660, 1.850], [-0.205, 0.881, 2.987], [-1.813, 0.418, 2.130], [-1.089, 1.173, -0.010], [1.870, 1.869, 0.514], [1.638, 0.068, 0.671], [3.074, 1.325, -2.741], [3.036, 2.438, -1.190], [3.393, 0.667, -0.974], [-0.638, 2.437, -1.713], [0.203, 4.006, -3.299], [1.919, 3.371, -3.334], [1.649, 4.078, -0.485], [3.163, 5.993, -1.212], [3.337, 4.817, -2.628], [2.225, 6.263, -2.783], [-0.398, 2.002, -4.207], [1.017, 1.306, -3.846], [-0.483, -1.700, -4.612], [0.560, -0.277, -5.265], [-2.916, 3.227, -0.844], [-4.643, 3.401, 1.305], [-6.264, 1.317, 1.853], [-6.207, -0.951, 0.396], [-4.550, -1.106, -1.677], [1.394, -2.192, -3.556], [2.190, -0.525, -3.890], [3.691, -2.456, -3.175], [4.002, -0.958, -2.205], [3.973, -3.415, -1.095], [2.148, -3.300, -0.958], [4.392, -1.596, 0.133], [3.218, -2.372, 0.957], [0.741, -1.658, -0.180], [-0.860, -0.888, -0.573], [-1.294, -2.707, -2.429], [0.370, -3.425, -2.146], [-2.910, -4.288, -1.800], [-4.078, -5.978, -0.113], [-2.882, -6.451, 2.290], [-0.568, -5.214, 2.909], [0.641, -3.499, 1.107], [-5.093, -8.108, 4.180], [-3.936, -7.497, 4.734], [-4.180, -6.162, 5.175], [-4.392, -6.101, 6.684], [-5.580, -6.784, 7.074], [-5.318, -8.090, 7.574], [-4.920, -9.185, 4.131], [-5.984, -7.929, 4.787], [-5.260, -7.731, 3.166], [-5.031, -5.727, 4.639], [-3.292, -5.576, 4.922], [-4.518, -5.053, 6.977], [-3.523, -6.495, 7.222], [-4.952, -8.022, 8.604], [-4.590, -8.626, 6.962], [-6.254, -8.651, 7.571], [6.266, 6.191, 0.124], [5.759, 7.480, -0.188], [4.961, 8.017, 0.864], [5.744, 9.017, 1.710], [6.809, 8.384, 2.414], [8.066, 8.562, 1.772], [7.076, 5.966, -0.573], [6.662, 6.140, 1.140], [5.476, 5.442, 0.001], [4.547, 7.214, 1.485], [4.123, 8.539, 0.393], [5.071, 9.439, 2.463], [6.120, 9.844, 1.097], [8.448, 9.566, 1.983], [8.002, 8.415, 0.692], [8.764, 7.829, 2.180]], "mulliken_charge": [-0.983, 1.136, -0.109, -1.395, 1.790, -1.650, 0.693, -1.741, -0.364, -1.014, 0.106, -0.286, -1.296, -1.128, -0.310, 0.819, -0.241, -0.253, -0.189, 0.262, 0.380, -0.518, 0.302, -0.062, -0.687, -0.343, -0.586, -0.214, 2.109, -1.395, -1.049, -0.467, -0.562, -0.491, -0.018, 0.245, -0.310, -0.670, -0.320, -0.658, -0.032, 0.183, 0.401, 0.291, -0.818, 0.781, 0.213, 0.252, 0.412, 0.395, -0.599, 0.736, 0.279, 0.340, 0.219, 0.293, 0.428, 0.835, 0.916, 0.513, 0.295, 0.371, 0.351, 0.325, 0.350, 0.246, 0.453, 0.221, 0.493, 0.346, 0.412, 0.145, 0.274, 0.232, 0.057, 0.223, -0.059, 0.212, 0.258, 0.328, 0.404, 0.314, 0.173, -0.758, -0.383, -0.269, -0.682, -0.371, -0.695, 0.265, 0.353, 0.303, 0.355, 0.287, 0.385, 0.352, 0.320, 0.295, 0.247, -0.595, -0.373, -0.330, -0.703, -0.377, -0.716, 0.276, 0.348, 0.137, 0.334, 0.382, 0.394, 0.340, 0.324, 0.312, 0.248]}